#w
# C6H8N2O2

A cluster of 3 separate species, C6H8N2O2 in total (ωB97M-V/def2-TZVPD, the OMol25 dataset).

Structure (XYZ):
```
18
C6H8N2O2 (ωB97M-V/def2-TZVPD)
C 0.678 -2.113 0.038
N -0.112 -1.009 -0.478
C -1.448 -0.854 -0.224
C -1.761 0.489 -0.432
O -2.290 1.314 0.520
C -0.732 0.962 -1.285
C 0.389 0.188 -0.938
C 1.635 0.745 -0.451
N 2.692 0.435 0.088
H 1.201 -1.822 0.956
H -0.008 -2.933 0.274
H 1.418 -2.440 -0.703
H -2.016 -1.624 0.290
H -3.014 0.860 0.964
H -0.695 1.961 -1.716
O 1.274 2.121 1.022
H 0.326 2.257 0.878
H 2.463 1.465 1.197
```

Multiplicity ... 1
Gap between HOMO and LUMO ... 8.23 eV
Highest occupied orbital energy ... -8.1907 eV

Atom-resolved charges from Löwdin, all expressed in e: number 1, C, carries -0.014; number 2, N, carries -0.105; number 3, C, carries -0.015; number 4, C, carries -0.306; number 5, O, carries 0.067; number 6, C, carries 0.030; number 7, C, carries -0.233; number 8, C, carries -0.142; number 9, N, carries 0.089; number 10, H, carries 0.094; number 11, H, carries 0.092; number 12, H, carries 0.099; number 13, H, carries 0.129; number 14, H, carries 0.112; number 15, H, carries 0.125; number 16, O, carries -0.284; number 17, H, carries 0.006; number 18, H, carries 0.257

#x
# C6H8N2O2

A structure of composition C6H8N2O2 (ωB97M-V/def2-TZVPD, the OMol25 dataset).

Structure (XYZ):
```
18
C6H8N2O2 (ωB97M-V/def2-TZVPD)
O 4.410 0.224 0.182
C 3.332 -0.353 0.196
C 1.965 0.287 -0.033
C 0.990 -0.885 -0.045
C 1.193 -1.956 -1.108
C 1.806 -2.129 0.243
N 3.154 -1.675 0.403
C -0.335 -0.702 0.535
N -1.137 -1.027 1.376
H 1.765 0.989 0.788
H 1.982 0.857 -0.972
H 0.324 -2.567 -1.349
H 1.847 -1.705 -1.945
H 1.459 -2.900 0.929
H 3.939 -2.309 0.488
O -2.096 -0.150 -0.626
H -1.845 -0.712 -1.375
H -2.397 -0.655 0.467
```

Multiplicity ... 1
Gap between HOMO and LUMO ... 10.02 eV
Highest occupied orbital energy ... -9.5921 eV

Atom-resolved charges from Löwdin, all expressed in e: number 1, O, carries 0.058; number 2, C, carries -0.474; number 3, C, carries -0.004; number 4, C, carries -0.337; number 5, C, carries 0.001; number 6, C, carries -0.188; number 7, N, carries 0.125; number 8, C, carries -0.123; number 9, N, carries 0.124; number 10, H, carries 0.141; number 11, H, carries 0.140; number 12, H, carries 0.119; number 13, H, carries 0.128; number 14, H, carries 0.160; number 15, H, carries 0.164; number 16, O, carries -0.228; number 17, H, carries 0.014; number 18, H, carries 0.181

Stability ranking, top entry: #x; the second entry is 0.1487 hartree less favorable.

#w
# C3H8N3O2

A cluster of 2 separate species, C3H8N3O2 in total (ωB97M-V/def2-TZVPD, the OMol25 dataset).

Structure (XYZ):
```
16
C3H8N3O2 (ωB97M-V/def2-TZVPD)
C -2.947 -0.103 -0.015
C 2.126 0.035 -0.295
C 2.886 -1.236 -0.331
N -1.925 0.445 0.046
N -4.135 -0.490 -0.329
N 0.284 1.285 0.555
O 2.443 1.028 -0.868
O 1.050 0.060 0.561
H -1.063 1.020 0.690
H 2.936 -1.672 -1.458
H 2.585 -1.925 0.437
H 3.927 -1.098 0.106
H -4.924 0.137 -0.293
H -4.378 -1.338 0.180
H 0.561 1.844 -0.276
H 0.573 2.010 1.289
```

Multiplicity ... 1
Net charge ... +1
Gap between HOMO and LUMO ... 10.99 eV
Highest occupied orbital energy ... -14.5155 eV

Atom-resolved charges from Löwdin, all expressed in e: number 1, C, carries -0.190; number 2, C, carries -0.527; number 3, C, carries 0.017; number 4, N, carries 0.253; number 5, N, carries 0.193; number 6, N, carries 0.049; number 7, O, carries 0.132; number 8, O, carries -0.007; number 9, H, carries 0.109; number 10, H, carries 0.166; number 11, H, carries 0.070; number 12, H, carries 0.123; number 13, H, carries 0.148; number 14, H, carries 0.147; number 15, H, carries 0.138; number 16, H, carries 0.180

#x
# C3H8N3O2

A cluster of 2 separate species, C3H8N3O2 in total (ωB97M-V/def2-TZVPD, the OMol25 dataset).

Structure (XYZ):
```
16
C3H8N3O2 (ωB97M-V/def2-TZVPD)
C -1.109 0.373 -0.719
C 0.276 2.051 0.591
C -0.318 0.661 0.546
N 0.100 -4.548 -1.058
N 0.888 -0.258 0.616
N 0.870 -1.363 0.087
O 0.860 -3.747 -1.030
O 0.030 -2.000 -0.564
H -0.437 0.053 -1.462
H -1.658 -0.510 -0.478
H -1.678 1.254 -1.011
H 1.228 2.299 1.081
H -0.425 2.700 1.039
H 0.321 2.559 -0.359
H -0.695 0.491 1.597
H 1.747 -0.015 1.127
```

Multiplicity ... 1
Net charge ... +1
Gap between HOMO and LUMO (spin up / spin down) ... 8.57 / 6.71 eV
Highest occupied orbital energy (spin up / spin down) ... -14.3296 / -13.2497 eV

Atom-resolved charges from Löwdin, all expressed in e: number 1, C, carries -0.022; number 2, C, carries -0.061; number 3, C, carries -0.314; number 4, N, carries 0.335; number 5, N, carries 0.088; number 6, N, carries -0.040; number 7, O, carries 0.163; number 8, O, carries -0.027; number 9, H, carries 0.072; number 10, H, carries 0.072; number 11, H, carries 0.112; number 12, H, carries 0.097; number 13, H, carries 0.075; number 14, H, carries 0.086; number 15, H, carries 0.171; number 16, H, carries 0.194

Stability ranking, top entry: #w; the second entry is 0.1503 hartree less favorable.

#w
# C3H6S3

The molecule C3H6S3 (ωB97M-V/def2-TZVPD, the OMol25 dataset).

Structure (XYZ):
```
12
C3H6S3 (ωB97M-V/def2-TZVPD)
C 0.685 -1.432 -0.085
C 0.856 1.349 -0.045
C -1.575 0.117 0.045
H 1.094 -2.302 -0.581
H 0.789 -1.569 1.010
H 0.732 1.271 1.037
H 1.526 2.178 -0.260
H -2.641 0.116 -0.132
H -1.365 0.198 1.107
S 1.774 -0.078 -0.669
S -0.844 1.599 -0.730
S -1.032 -1.448 -0.697
```

SMILES ... C1SCSCS1
Multiplicity ... 1
Gap between HOMO and LUMO ... 9.48 eV
Highest occupied orbital energy ... -8.6857 eV

Atom-resolved charges from Löwdin, all expressed in e: number 1, C, carries -0.812; number 2, C, carries -0.810; number 3, C, carries -0.819; number 4, H, carries 0.010; number 5, H, carries 0.053; number 6, H, carries 0.033; number 7, H, carries 0.027; number 8, H, carries 0.022; number 9, H, carries 0.036; number 10, S, carries 0.757; number 11, S, carries 0.740; number 12, S, carries 0.764

#x
# C3H6S3

The molecule C3H6S3 (ωB97M-V/def2-TZVPD, the OMol25 dataset).

Structure (XYZ):
```
12
C3H6S3 (ωB97M-V/def2-TZVPD)
C -0.831 -0.051 -0.602
C 0.093 -0.818 0.311
C 0.102 0.683 0.322
H -2.886 1.100 -0.657
H -0.549 -0.075 -1.649
H -0.367 -1.289 1.178
H 2.231 -1.756 0.590
H -0.347 1.154 1.216
H 2.390 1.346 0.413
S -2.585 -0.147 -0.272
S 1.362 -1.833 -0.440
S 1.387 1.687 -0.411
```

SMILES ... S[C@H]1[C@H](S)[C@H]1S
Multiplicity ... 1
Gap between HOMO and LUMO ... 9.75 eV
Highest occupied orbital energy ... -9.1102 eV

Atom-resolved charges from Löwdin, all expressed in e: number 1, C, carries -0.718; number 2, C, carries -0.708; number 3, C, carries -0.700; number 4, H, carries -0.136; number 5, H, carries 0.093; number 6, H, carries 0.095; number 7, H, carries -0.130; number 8, H, carries 0.105; number 9, H, carries -0.139; number 10, S, carries 0.757; number 11, S, carries 0.741; number 12, S, carries 0.739

Stability ranking, top entry: #w; the second entry is 0.0287 hartree less favorable.

#w
# C19H30O9

A cluster of 5 separate species, C19H30O9 in total (ωB97M-V/def2-TZVPD, the OMol25 dataset).

Structure (XYZ):
```
58
C19H30O9 (ωB97M-V/def2-TZVPD)
O 1.685 24.631 -12.445
C 2.013 25.067 -11.384
O 1.117 25.686 -10.597
C 1.629 25.938 -9.277
C 2.961 25.157 -9.222
C 3.338 24.967 -10.676
H 0.977 25.561 -8.491
H 1.668 27.016 -9.135
H 2.865 24.235 -8.649
H 3.738 25.722 -8.703
H 3.854 24.067 -10.992
H 3.919 25.839 -10.991
O -4.105 26.970 -8.445
C -4.133 25.809 -8.178
O -5.263 25.080 -8.324
C -5.218 23.981 -7.381
C -3.985 24.195 -6.512
C -3.077 24.994 -7.449
H -5.078 23.097 -8.001
H -6.089 23.933 -6.734
H -3.576 23.247 -6.162
H -4.192 24.770 -5.609
H -2.374 24.501 -8.119
H -2.440 25.691 -6.905
O 2.097 26.221 -2.571
C 1.371 25.626 -3.301
O 0.821 26.249 -4.374
C 0.014 25.333 -5.173
C 0.386 23.969 -4.662
C 0.942 24.181 -3.255
H 0.346 25.402 -6.207
H -1.010 25.655 -5.008
H 1.180 23.421 -5.172
H -0.511 23.342 -4.684
H 1.712 23.492 -2.929
H 0.164 24.137 -2.483
O -5.483 31.241 -5.748
C -5.720 31.387 -6.922
O -6.243 32.499 -7.446
C -6.448 32.380 -8.835
C -5.593 31.171 -9.291
C -5.517 30.330 -8.012
H -6.056 33.241 -9.379
H -7.502 32.247 -9.083
H -4.571 31.474 -9.516
H -6.009 30.601 -10.117
H -4.523 29.929 -7.839
H -6.292 29.598 -7.783
C -1.897 29.308 -8.911
C -1.174 28.605 -7.793
O -0.910 27.430 -7.924
C -0.753 29.379 -6.593
H -2.570 28.710 -9.517
H -1.049 29.634 -9.527
H -2.456 30.193 -8.604
H 0.186 28.997 -6.197
H -1.519 29.515 -5.835
H -0.492 30.372 -6.985
```

SMILES ... O=C1CCCO1.O=C1CCCO1.O=C1CCCO1.O=C1CCCO1.CC(C)=O
Multiplicity ... 1
Gap between HOMO and LUMO ... 10.13 eV
Highest occupied orbital energy ... -9.7975 eV

Atom-resolved charges from Löwdin, all expressed in e: number 1, O, carries 0.126; number 2, C, carries -0.507; number 3, O, carries 0.031; number 4, C, carries -0.143; number 5, C, carries -0.149; number 6, C, carries -0.078; number 7, H, carries 0.095; number 8, H, carries 0.121; number 9, H, carries 0.111; number 10, H, carries 0.112; number 11, H, carries 0.127; number 12, H, carries 0.133; number 13, O, carries 0.130; number 14, C, carries -0.477; number 15, O, carries 0.027; number 16, C, carries -0.144; number 17, C, carries -0.156; number 18, C, carries -0.076; number 19, H, carries 0.127; number 20, H, carries 0.125; number 21, H, carries 0.114; number 22, H, carries 0.120; number 23, H, carries 0.135; number 24, H, carries 0.086; number 25, O, carries 0.129; number 26, C, carries -0.500; number 27, O, carries 0.016; number 28, C, carries -0.138; number 29, C, carries -0.160; number 30, C, carries -0.072; number 31, H, carries 0.106; number 32, H, carries 0.122; number 33, H, carries 0.117; number 34, H, carries 0.113; number 35, H, carries 0.125; number 36, H, carries 0.132; number 37, O, carries 0.107; number 38, C, carries -0.490; number 39, O, carries 0.041; number 40, C, carries -0.161; number 41, C, carries -0.136; number 42, C, carries -0.074; number 43, H, carries 0.123; number 44, H, carries 0.126; number 45, H, carries 0.107; number 46, H, carries 0.115; number 47, H, carries 0.093; number 48, H, carries 0.135; number 49, C, carries -0.021; number 50, C, carries -0.492; number 51, O, carries 0.043; number 52, C, carries -0.006; number 53, H, carries 0.076; number 54, H, carries 0.100; number 55, H, carries 0.065; number 56, H, carries 0.086; number 57, H, carries 0.096; number 58, H, carries 0.087

#x
# C19H30O9

A cluster of 3 separate species, C19H30O9 in total (ωB97M-V/def2-TZVPD, the OMol25 dataset).

Structure (XYZ):
```
58
C19H30O9 (ωB97M-V/def2-TZVPD)
C 0.918 2.065 -0.401
C -0.496 2.592 -0.062
C -0.927 3.812 -0.929
C -1.905 3.425 -2.085
C -1.091 2.679 -3.115
C -0.910 1.387 -3.108
C -0.023 0.847 -4.200
O -0.262 -0.150 -4.794
C 1.176 1.722 -4.506
C 2.536 1.083 -4.764
O 3.421 1.905 -5.467
C 4.206 2.755 -4.639
C 5.725 2.618 -4.910
C 0.987 3.011 -4.532
C -0.411 3.480 -4.210
O -0.954 4.366 -4.773
H 1.170 2.147 -1.462
H 0.938 0.994 -0.164
H 1.700 2.576 0.166
H -1.210 1.795 -0.288
H -0.492 2.843 0.999
H -0.003 4.167 -1.410
H -1.301 4.651 -0.338
H -2.219 4.368 -2.541
H -2.731 2.818 -1.714
H -1.350 0.737 -2.361
H 2.920 0.815 -3.765
H 2.360 0.127 -5.267
H 3.928 3.791 -4.873
H 4.012 2.631 -3.567
H 5.954 1.755 -5.535
H 6.258 2.587 -3.957
H 6.055 3.519 -5.432
H 1.761 3.729 -4.767
C -0.736 0.049 5.776
O -1.179 -1.083 5.025
C -1.293 -0.861 3.713
O -1.061 0.175 3.148
O -1.711 -1.993 3.138
C -1.880 -1.903 1.722
H -0.685 -0.259 6.817
H 0.255 0.361 5.452
H -1.444 0.871 5.686
H -0.934 -1.668 1.236
H -2.635 -1.159 1.471
H -2.218 -2.878 1.378
C -1.169 -8.266 4.972
O -2.289 -7.392 5.113
C -2.019 -6.109 4.851
O -0.949 -5.666 4.520
O -3.140 -5.409 5.018
C -3.000 -4.004 4.770
H -1.515 -9.269 5.209
H -0.798 -8.255 3.948
H -0.377 -7.992 5.667
H -2.705 -3.826 3.746
H -2.282 -3.560 5.457
H -3.974 -3.550 4.938
```

SMILES ... CCCCC1=CC(=O)C(COCC)=CC1=O.COC(=O)OC.COC(=O)OC
Multiplicity ... 1
Gap between HOMO and LUMO ... 9.13 eV
Highest occupied orbital energy ... -9.4408 eV

Atom-resolved charges from Löwdin, all expressed in e: number 1, C, carries -0.103; number 2, C, carries -0.231; number 3, C, carries -0.177; number 4, C, carries -0.120; number 5, C, carries -0.171; number 6, C, carries 0.042; number 7, C, carries -0.334; number 8, O, carries 0.145; number 9, C, carries -0.111; number 10, C, carries -0.164; number 11, O, carries -0.123; number 12, C, carries -0.267; number 13, C, carries -0.057; number 14, C, carries 0.072; number 15, C, carries -0.334; number 16, O, carries 0.151; number 17, H, carries 0.049; number 18, H, carries 0.069; number 19, H, carries 0.072; number 20, H, carries 0.086; number 21, H, carries 0.102; number 22, H, carries 0.108; number 23, H, carries 0.105; number 24, H, carries 0.113; number 25, H, carries 0.119; number 26, H, carries 0.131; number 27, H, carries 0.137; number 28, H, carries 0.134; number 29, H, carries 0.106; number 30, H, carries 0.116; number 31, H, carries 0.077; number 32, H, carries 0.068; number 33, H, carries 0.067; number 34, H, carries 0.121; number 35, C, carries -0.035; number 36, O, carries 0.000; number 37, C, carries -0.606; number 38, O, carries 0.125; number 39, O, carries -0.035; number 40, C, carries -0.029; number 41, H, carries 0.094; number 42, H, carries 0.099; number 43, H, carries 0.098; number 44, H, carries 0.097; number 45, H, carries 0.100; number 46, H, carries 0.095; number 47, C, carries -0.046; number 48, O, carries 0.001; number 49, C, carries -0.617; number 50, O, carries 0.126; number 51, O, carries 0.009; number 52, C, carries -0.031; number 53, H, carries 0.092; number 54, H, carries 0.097; number 55, H, carries 0.097; number 56, H, carries 0.072; number 57, H, carries 0.095; number 58, H, carries 0.101

Stability ranking, top entry: #w; the second entry is 0.0793 hartree less favorable.